{"formula": "C22H22F6N15O8S3Se2Sr", "method": "wB97M-V/def2-TZVPD", "relative_energy_ev": 2.403, "e_tot_ev": -242241.047, "homo_ev": -5.1, "gap_ev": 6.829, "total_charge": -1, "fmax_ev_per_a": 2.1, "symbols": ["S", "H", "C", "O", "H", "Se", "C", "O", "O", "C", "F", "N", "C", "N", "C", "O", "N", "C", "Se", "N", "F", "N", "H", "C", "H", "H", "N", "F", "C", "S", "H", "H", "H", "H", "C", "C", "C", "O", "H", "C", "H", "F", "H", "N", "C", "N", "C", "O", "C", "F", "C", "H", "H", "N", "O", "H", "C", "O", "N", "C", "H", "N", "N", "C", "C", "N", "H", "C", "H", "H", "C", "H", "F", "H", "H", "N", "S", "N", "Sr"], "coordinates": [[-1.475892, -2.284829, -2.253021], [-1.961003, 3.540003, 3.945763], [0.883975, -6.113991, -0.199017], [-2.181821, -2.023400, -1.040516], [-2.045363, -0.178475, 3.817999], [1.186216, -5.798852, 1.669680], [-0.776486, -0.727882, 2.084469], [1.854335, -1.442733, -3.139878], [0.123393, -2.008386, -4.827326], [-2.165477, 4.605301, 3.831630], [-2.417101, -2.736446, -4.737954], [5.056905, -0.051333, -0.717264], [-1.636790, 1.498595, -0.836481], [0.408361, 0.368304, 1.957939], [-0.289406, 2.126252, -0.929947], [1.533488, 5.691080, -0.086621], [3.337482, -1.248614, -0.013230], [0.502875, -2.613257, 2.431059], [1.963854, -3.612299, 1.640180], [-0.542776, -1.045763, -2.563773], [1.615864, 1.255084, -3.946182], [0.395166, 1.652495, 2.173137], [4.050426, 1.879623, 0.734597], [-0.632725, -1.704850, 4.308477], [1.574573, -4.921657, -3.122514], [-0.744825, 5.364063, -0.536789], [3.522822, 1.026162, 0.787797], [-3.664922, -3.373305, -3.101997], [-0.963706, 4.382529, -0.133049], [0.555133, -1.192363, -3.736971], [-0.129399, -7.955180, 0.277541], [0.500014, -7.015782, -3.863672], [-3.586971, 6.108772, 4.454246], [-0.094826, 5.044526, 1.750247], [0.587330, -6.795209, -2.809085], [-3.390393, 5.049930, 4.615927], [-1.245602, -0.826384, 3.485455], [3.263581, 4.735828, -0.955906], [-0.408479, -8.574557, -2.113329], [0.089263, -7.652599, -1.838793], [-0.686432, 3.363996, 1.762974], [0.952575, 0.342389, -5.774730], [-2.356771, 2.107312, -0.297336], [-0.196343, -1.898444, 1.537298], [2.267612, 1.040345, 1.352577], [-0.022719, 3.425192, -0.670500], [0.240024, -7.312791, -0.511782], [-0.701751, -3.508215, -2.315226], [0.662533, 0.519753, -4.485722], [-0.507437, 1.141014, -4.386993], [1.333233, 3.583384, -0.921366], [-1.272700, 5.170817, 4.103040], [-2.016215, 1.290622, -1.842261], [2.089410, 4.750859, -0.644922], [-2.632721, 6.287079, 1.867158], [-4.268766, 4.482281, 4.311026], [1.804426, 2.372650, -1.333030], [-3.434733, 3.946911, 1.633040], [0.786067, 1.480283, -1.327164], [3.964334, -0.068373, 0.030742], [-3.224830, 4.884137, 5.679502], [1.588659, 2.128638, 1.791992], [4.099713, -1.987268, -0.847468], [0.394498, -2.563822, 3.797229], [-0.878556, 4.379509, 1.390060], [1.552752, -0.071411, 1.461760], [1.020001, -3.164751, 4.432578], [-2.831169, -2.420835, -3.522844], [-1.549621, 0.534889, -0.333776], [2.814058, 2.114327, -1.610727], [1.184574, -5.622076, -2.393944], [-1.954270, 4.085610, -0.465233], [-3.484783, -1.261321, -3.576095], [-1.541296, -0.307372, 1.425894], [-0.928583, -1.773983, 5.350028], [1.333211, -5.270417, -1.113185], [-2.426591, 4.876492, 2.092285], [5.103410, -1.284118, -1.265083], [1.074123, -2.223655, -0.842600]], "forces_ev_per_angstrom": [[-0.7, -0.1, -0.3], [0.0, 0.0, 0.0], [-0.1, -0.1, 0.1], [-0.1, 0.2, 0.0], [0.0, 0.0, 0.0], [-0.1, 0.0, 0.0], [-0.1, -0.2, -0.2], [-0.5, 0.1, -0.2], [0.1, 0.0, 0.0], [0.0, 0.0, 0.0], [0.0, 0.0, 0.1], [-0.1, 0.0, 0.1], [0.0, -0.1, -0.1], [0.4, 0.3, -0.1], [-0.2, 0.1, 0.0], [0.0, 0.0, -0.1], [0.2, 0.1, -0.3], [-0.1, 0.2, 0.0], [0.3, -0.4, 0.8], [-0.2, 0.2, -0.8], [0.0, -0.1, -0.1], [0.5, -0.5, -0.2], [0.0, 0.0, 0.0], [0.1, 0.0, -0.1], [0.0, 0.0, 0.0], [0.0, 0.0, 0.0], [-0.2, -0.2, 0.1], [0.0, 0.1, 0.0], [-0.1, 0.2, 0.2], [0.2, 0.1, -0.2], [0.0, 0.0, 0.0], [0.0, 0.0, 0.0], [0.0, 0.0, 0.0], [0.0, 0.0, 0.0], [0.0, 0.1, -0.1], [0.0, 0.0, 0.0], [0.1, -0.2, 0.1], [0.1, 0.0, -0.1], [0.0, 0.0, 0.0], [0.0, 0.0, 0.0], [-0.1, 0.3, -0.1], [-0.1, 0.1, 0.0], [0.0, 0.0, 0.1], [-0.1, -0.1, 0.1], [-0.2, 0.1, 0.1], [0.3, 0.1, -0.2], [0.0, 0.0, 0.0], [-0.3, -0.1, -0.2], [0.1, -0.1, 0.1], [0.0, 0.1, 0.0], [-0.2, 0.0, 0.0], [0.0, 0.0, 0.0], [0.0, 0.1, 0.1], [-0.2, 0.0, 0.2], [0.0, 0.1, 0.0], [0.0, 0.0, 0.0], [0.0, 0.0, -0.1], [-0.1, 0.0, 0.0], [0.4, -0.5, -0.2], [-0.2, -0.1, 0.1], [0.0, 0.0, 0.0], [-0.1, -0.5, 0.0], [0.1, 0.2, -0.3], [-0.2, 0.2, -0.2], [-0.1, -0.1, 0.1], [-0.3, 0.5, 0.0], [0.1, -0.1, 0.1], [0.0, -0.1, 0.0], [0.0, 0.1, -0.1], [-0.1, 0.0, 0.0], [0.1, 0.0, -0.2], [-0.1, 0.0, 0.0], [0.0, 0.0, 0.0], [0.2, -0.1, 0.1], [0.0, 0.0, 0.0], [-0.1, 0.1, 0.0], [0.1, 0.0, 0.0], [-0.1, 0.0, 0.2], [1.4, 0.3, 1.5]], "lowdin_charge": [0.5251, 0.1027, -0.6693, -0.2533, 0.0874, 0.6828, -0.2783, -0.3834, -0.2597, -0.3026, 0.1529, 0.0158, 0.0275, -0.0804, -0.3232, 0.0585, -0.1530, -0.7104, 0.6399, -0.3770, 0.1548, 0.0353, 0.1356, -0.1140, 0.1170, 0.1263, 0.1385, 0.1441, -0.1378, 0.6086, 0.0953, 0.1046, 0.0746, 0.1078, -0.0609, -0.1203, -0.0704, 0.0821, 0.1069, -0.0707, 0.0632, 0.1424, 0.0747, -0.1118, -0.4117, 0.0509, -0.1242, -0.3634, -0.6658, 0.1442, -0.1539, 0.1069, 0.0878, -0.3320, -0.3154, 0.0773, -0.0608, -0.3220, 0.1343, -0.4854, 0.0749, 0.0887, -0.1250, -0.1549, -0.2287, 0.1322, 0.0767, -0.6662, 0.0512, 0.1247, -0.1510, 0.1138, 0.1440, 0.1080, 0.0953, -0.0028, 0.6316, -0.0972, 1.2902]}

=====

{"formula": "CCl2FNO2", "method": "wB97M-V/def2-TZVPD", "relative_energy_ev": 2.539, "e_tot_ev": -34378.178, "homo_ev": -11.6, "gap_ev": 9.511, "fmax_ev_per_a": 5.7, "symbols": ["C", "F", "Cl", "O", "N", "O", "Cl"], "coordinates": [[0.154554, -0.066272, -0.697533], [1.086603, -0.957065, 0.810572], [-0.327423, -1.272235, -1.673492], [-0.365205, 1.443312, 1.057453], [-0.616528, 0.373577, 0.611769], [-1.433933, -0.420157, 0.927364], [1.501931, 0.898841, -1.036135]], "forces_ev_per_angstrom": [[3.8, -0.4, 4.1], [-0.9, 0.6, -2.2], [-0.6, -0.2, -0.3], [0.5, 0.4, 0.2], [-0.9, 0.1, -1.9], [-1.0, -0.6, 0.6], [-0.9, 0.0, -0.6]], "nbo_charge": [0.1369, -0.5596, 0.2823, -0.3116, 0.5496, -0.3117, 0.2140]}

=====

{"formula": "C12H22BrFO11P2", "method": "wB97M-V/def2-TZVPD", "e_tot_ev": -126664.836, "homo_ev": -10.5, "gap_ev": 9.614, "smiles": "C[C@H](F)C1=C(Br)C(=O)OC1=O.COP(=O)(OC)OC.COP(=O)(OC)OC", "fmax_ev_per_a": 1.8, "symbols": ["H", "H", "H", "O", "C", "Br", "O", "O", "O", "C", "P", "C", "O", "H", "C", "H", "H", "C", "C", "H", "H", "C", "C", "H", "H", "P", "H", "H", "C", "C", "C", "H", "O", "H", "H", "H", "C", "O", "H", "O", "H", "O", "O", "O", "H", "F", "H", "H", "H"], "coordinates": [[-0.080628, 2.523649, -5.065587], [4.039959, -0.922891, 5.606424], [-5.222377, 0.060843, -5.650564], [-1.485582, 0.680014, 4.833959], [-0.313687, 1.072964, 1.862681], [-2.078975, -0.167826, -0.260584], [3.884733, -1.314779, 3.597551], [-2.379873, -0.621024, -3.953870], [-1.805616, 1.885856, -4.134771], [-2.072044, -0.147029, 2.594723], [-2.691037, 0.656708, -4.585366], [-1.510379, 0.231014, 1.458576], [0.147805, 2.011511, 1.287675], [2.963403, 0.162274, 4.703429], [-5.242585, 0.365594, -4.603049], [3.256603, 1.217212, 0.436850], [-3.908048, -2.968069, 2.958399], [-3.194436, -2.379310, 2.406924], [-0.386103, 1.786907, -4.323777], [-3.457063, 1.566932, -7.751934], [2.575145, -0.182914, 1.287813], [-3.295993, -0.948391, 2.884408], [6.904035, -2.080872, 3.356672], [-3.437340, -2.402965, 1.357030], [-1.832312, 2.150819, -7.342881], [4.790521, -1.067470, 2.308976], [0.101249, 2.005645, -3.377298], [6.317273, -2.525569, 4.162225], [-2.781696, 1.807972, -6.933698], [3.176544, 0.720191, 1.399879], [3.912461, -0.372291, 4.676442], [7.036392, -2.805734, 2.554783], [4.598708, -2.090561, 1.289183], [-6.152773, 0.926102, -4.412511], [2.691953, 1.388957, 2.109015], [4.726132, 0.344447, 4.572195], [-1.220772, 0.386594, 3.706453], [-4.138555, 1.231065, -4.307040], [7.874590, -1.785910, 3.744421], [-2.557022, 0.615513, -6.172225], [-0.089249, 0.792884, -4.657404], [4.496515, 0.424522, 1.878395], [6.265530, -0.898687, 2.859363], [0.047041, 0.591792, 3.102055], [-2.199694, -2.762523, 2.563788], [-4.387477, -0.334006, 2.310871], [-3.221141, 2.601636, -6.330768], [-5.215700, -0.515120, -3.963149], [-3.448436, -0.915676, 3.955321]], "forces_ev_per_angstrom": [[0.0, 0.0, 0.0], [0.0, 0.0, 0.0], [0.0, 0.0, 0.0], [0.5, -0.7, -1.1], [-0.2, 0.0, -1.6], [0.2, 0.4, 0.0], [0.0, -0.1, -0.1], [0.0, -0.2, -0.1], [-0.3, 0.1, 0.0], [-0.3, -0.2, 0.7], [0.1, 0.1, 0.0], [0.1, 0.1, 0.0], [0.3, -0.9, 0.6], [0.0, 0.0, 0.0], [-0.1, -0.1, 0.0], [0.1, 0.0, 0.0], [-0.2, -0.4, 0.1], [-0.2, 0.4, 0.1], [0.2, 0.0, 0.0], [0.0, -0.1, 0.0], [0.1, 0.0, 0.0], [0.3, 0.1, 0.2], [0.1, -0.1, 0.0], [0.0, -0.1, -0.4], [0.0, 0.0, 0.0], [0.0, 0.1, 0.0], [-0.1, 0.0, 0.0], [0.0, 0.0, 0.0], [0.0, 0.1, -0.1], [-0.2, 0.1, 0.0], [-0.1, 0.1, 0.1], [-0.1, 0.0, 0.0], [-0.2, -0.2, 0.1], [0.0, 0.1, 0.0], [0.0, 0.0, 0.0], [0.0, 0.0, 0.0], [-0.1, -0.2, 0.3], [0.1, 0.3, 0.0], [0.0, 0.1, 0.0], [0.0, -0.2, 0.1], [0.0, 0.0, 0.0], [0.2, 0.0, 0.1], [0.0, 0.2, 0.0], [0.0, 1.6, 0.9], [0.3, -0.2, 0.1], [-0.5, 0.2, -0.3], [0.0, 0.0, 0.0], [0.0, 0.0, 0.0], [-0.1, 0.0, 0.3]], "nbo_charge": [0.1840, 0.1900, 0.1839, -0.4817, 0.7485, 0.2023, -0.8248, -1.0977, -0.8152, -0.1626, 2.5767, -0.1421, -0.4904, 0.1919, -0.2581, 0.1996, 0.2253, -0.6364, -0.2553, 0.1925, 0.1913, 0.1835, -0.2581, 0.2343, 0.1874, 2.5730, 0.2012, 0.1824, -0.2563, -0.2575, -0.2581, 0.2019, -1.0910, 0.1987, 0.1935, 0.1946, 0.7690, -0.8121, 0.1963, -0.8234, 0.1993, -0.8143, -0.8115, -0.5149, 0.2236, -0.3493, 0.1953, 0.2012, 0.1896]}